a) {
  "formula": "C21H25N3O5",
  "method": "ωB97M-V/def2-TZVPD",
  "species": ["C", "C", "C", "C", "C", "O", "N", "C", "C", "C", "C", "C", "C", "C", "N", "C", "O", "C", "C", "C", "C", "O", "O", "C", "N", "C", "C", "C", "O", "H", "H", "H", "H", "H", "H", "H", "H", "H", "H", "H", "H", "H", "H", "H", "H", "H", "H", "H", "H", "H", "H", "H", "H", "H"],
  "coordinates": [[-4.01, -0.67, 1.29], [-2.77, -1.01, 2.06], [-1.52, -0.65, 1.59], [-0.39, -0.98, 2.32], [0.98, -0.68, 1.76], [1.74, -1.56, 1.37], [1.25, 0.64, 1.63], [2.45, 1.14, 0.99], [2.68, 0.62, -0.43], [3.68, 1.46, -1.23], [4.98, 1.69, -0.46], [3.97, 0.74, -2.55], [2.70, 0.38, -3.31], [1.71, -0.36, -2.42], [1.45, 0.43, -1.21], [0.45, 1.35, -1.18], [0.53, 2.43, -0.61], [-0.84, 0.96, -1.85], [-1.36, -0.38, -1.88], [-2.58, -0.62, -2.40], [-3.39, 0.46, -2.96], [-4.47, 0.36, -3.47], [-2.81, 1.73, -2.89], [-1.61, 1.94, -2.34], [-0.43, -1.64, 3.47], [-1.63, -1.98, 3.93], [-2.83, -1.70, 3.28], [-4.15, -2.12, 3.84], [-3.96, -2.76, 5.09], [-4.67, -0.02, 1.88], [-3.77, -0.16, 0.37], [-4.58, -1.57, 1.05], [-1.43, -0.09, 0.67], [0.54, 1.30, 1.87], [2.39, 2.22, 1.00], [3.32, 0.83, 1.58], [3.09, -0.39, -0.33], [3.21, 2.43, -1.44], [5.42, 0.73, -0.15], [5.71, 2.19, -1.10], [4.84, 2.30, 0.42], [4.62, 1.36, -3.18], [4.53, -0.18, -2.33], [2.21, 1.29, -3.68], [2.93, -0.23, -4.19], [0.78, -0.55, -2.96], [2.11, -1.33, -2.10], [-0.79, -1.18, -1.44], [-3.02, -1.60, -2.43], [-1.33, 2.99, -2.33], [-1.66, -2.50, 4.88], [-4.80, -1.24, 3.95], [-4.65, -2.80, 3.13], [-4.82, -3.04, 5.43]],
  "lumo_energy_ev": -0.10,
  "spin_multiplicity": 1,
  "orbital_gap_ev": 9.23,
  "smiles": "Cc1cc(C(=O)NC[C@@H]2[C@@H](C)CCCN2C(=O)c2ccc(=O)oc2)ncc1CO",
  "homo_energy_ev": -9.3
}

***

b) {
  "formula": "C21H25N3O5",
  "method": "ωB97M-V/def2-TZVPD",
  "species": ["C", "C", "C", "C", "C", "O", "N", "C", "C", "C", "C", "C", "C", "C", "N", "C", "O", "C", "C", "C", "C", "O", "O", "C", "N", "C", "C", "C", "O", "H", "H", "H", "H", "H", "H", "H", "H", "H", "H", "H", "H", "H", "H", "H", "H", "H", "H", "H", "H", "H", "H", "H", "H", "H"],
  "coordinates": [[1.96, 2.98, -2.89], [1.11, 3.09, -1.65], [0.04, 2.23, -1.44], [-0.70, 2.34, -0.27], [-1.74, 1.30, 0.02], [-2.58, 0.96, -0.80], [-1.66, 0.77, 1.26], [-2.45, -0.37, 1.66], [-2.18, -1.61, 0.80], [-2.60, -2.93, 1.46], [-4.04, -2.88, 1.96], [-2.43, -4.05, 0.43], [-1.03, -4.07, -0.20], [-0.64, -2.69, -0.74], [-0.79, -1.70, 0.33], [0.25, -1.43, 1.17], [0.12, -1.26, 2.37], [1.58, -1.23, 0.52], [1.73, -0.65, -0.78], [2.96, -0.39, -1.27], [4.15, -0.69, -0.50], [5.29, -0.54, -0.84], [3.93, -1.25, 0.76], [2.69, -1.48, 1.23], [-0.42, 3.22, 0.69], [0.59, 4.07, 0.47], [1.39, 4.04, -0.67], [2.53, 4.99, -0.84], [2.65, 5.81, 0.31], [2.98, 2.69, -2.64], [1.56, 2.23, -3.57], [2.01, 3.93, -3.42], [-0.24, 1.50, -2.18], [-0.96, 1.14, 1.88], [-2.23, -0.56, 2.71], [-3.51, -0.12, 1.56], [-2.77, -1.49, -0.11], [-1.93, -3.11, 2.30], [-4.72, -2.60, 1.15], [-4.35, -3.86, 2.32], [-4.17, -2.17, 2.77], [-2.65, -5.02, 0.89], [-3.18, -3.90, -0.36], [-0.30, -4.36, 0.55], [-0.99, -4.81, -1.00], [0.38, -2.71, -1.09], [-1.29, -2.40, -1.57], [0.85, -0.40, -1.36], [3.13, 0.06, -2.24], [2.69, -1.87, 2.23], [0.79, 4.79, 1.24], [3.45, 4.42, -1.01], [2.36, 5.60, -1.74], [3.38, 6.43, 0.17]],
  "lumo_energy_ev": 0.02,
  "spin_multiplicity": 1,
  "orbital_gap_ev": 9.27,
  "smiles": "Cc1cc(C(=O)NC[C@@H]2[C@@H](C)CCCN2C(=O)c2ccc(=O)oc2)ncc1CO",
  "homo_energy_ev": -9.2
}

***

What should be chosen as the most stable of them? Choose b).

***

a) {
  "formula": "C4H14N3",
  "method": "ωB97M-V/def2-TZVPD",
  "species": ["N", "C", "C", "C", "N", "C", "N", "H", "H", "H", "H", "H", "H", "H", "H", "H", "H", "H", "H", "H", "H"],
  "coordinates": [[0.08, 2.61, -2.52], [0.37, 2.37, -1.19], [1.26, 3.50, -0.61], [2.37, 3.82, -1.60], [1.78, 4.62, -2.67], [-1.00, 2.35, -0.43], [-1.74, 1.21, -0.92], [0.45, 1.87, -3.14], [-4.78, -27.42, 13.30], [2.47, 4.86, -3.37], [0.85, 1.40, -1.00], [0.66, 4.41, -0.52], [1.63, 3.29, 0.39], [3.20, 4.35, -1.13], [2.77, 2.87, -1.98], [-4.63, -28.11, 12.98], [0.95, 4.14, -3.06], [-1.49, 3.30, -0.64], [-0.86, 2.23, 0.64], [-1.69, 1.19, -1.94], [-2.68, 1.16, -0.60]],
  "charge": 1,
  "lumo_energy_ev": -8.39,
  "spin_multiplicity": 1,
  "orbital_gap_ev": 5.56,
  "homo_energy_ev": -13.9
}

***

b) {
  "formula": "C4H14N3",
  "method": "ωB97M-V/def2-TZVPD",
  "species": ["C", "C", "N", "N", "N", "H", "H", "H", "H", "H", "H", "H", "H", "C", "C", "H", "H", "H", "H", "H", "H"],
  "coordinates": [[-0.21, 2.51, 0.21], [-0.96, 0.20, 0.66], [-0.81, 1.22, -0.15], [-0.39, 0.14, 1.85], [-1.57, -0.90, 0.20], [-1.44, 1.27, -0.94], [-0.07, 0.94, 2.35], [-0.34, -0.74, 2.34], [-2.10, -0.86, -0.66], [-1.94, -1.63, 0.80], [-0.22, 2.71, 1.28], [-0.67, 3.32, -0.35], [0.84, 2.48, -0.05], [2.33, -1.34, -0.79], [1.30, -1.65, -1.85], [3.30, -1.82, -0.95], [2.59, -0.28, -0.85], [2.02, -1.63, 0.21], [0.44, -0.99, -1.78], [0.90, -2.66, -1.82], [1.70, -1.53, -2.86]],
  "charge": 1,
  "lumo_energy_ev": -3.10,
  "spin_multiplicity": 1,
  "orbital_gap_ev": 11.53,
  "homo_energy_ev": -14.6
}

***

What should be chosen as the most stable of them? Choose b).

***

a) {
  "formula": "C4H14N3",
  "method": "ωB97M-V/def2-TZVPD",
  "species": ["C", "N", "C", "C", "C", "N", "N", "H", "H", "H", "H", "H", "H", "H", "H", "H", "H", "H", "H", "H", "H"],
  "coordinates": [[1.27, 0.36, 1.81], [0.70, 0.56, 0.46], [0.99, 1.95, 0.07], [-0.67, 0.22, 0.34], [-0.85, -0.65, -0.94], [-2.18, -1.19, -0.97], [0.19, -1.79, -0.99], [0.70, 0.82, 2.54], [1.45, -0.78, 1.93], [2.34, 0.73, 1.70], [0.86, 2.69, 0.91], [2.07, 2.16, -0.27], [0.23, 2.20, -0.68], [-1.11, -0.36, 1.17], [-1.17, 1.23, 0.25], [-0.64, -0.05, -1.81], [-2.60, -1.27, -1.90], [-2.89, -0.75, -0.35], [0.13, -2.20, -1.97], [1.15, -1.32, -0.91], [0.01, -2.57, -0.39]],
  "charge": 1,
  "lumo_energy_ev": -3.32,
  "spin_multiplicity": 1,
  "orbital_gap_ev": 9.57,
  "smiles": "CN(C)C[C@H](N)[NH3+]",
  "homo_energy_ev": -12.9
}

***

b) {
  "formula": "C4H14N3",
  "method": "ωB97M-V/def2-TZVPD",
  "species": ["N", "C", "N", "H", "H", "H", "H", "H", "C", "C", "C", "N", "H", "H", "H", "H", "H", "H", "H", "H", "H"],
  "coordinates": [[-1.88, 2.02, 1.71], [-1.27, 1.22, 0.84], [-1.63, 1.09, -0.42], [-2.68, 2.59, 1.45], [-1.50, 2.10, 2.64], [-0.39, 0.69, 1.24], [-1.18, 0.34, -0.95], [-2.38, 1.65, -0.89], [0.35, -1.59, -1.61], [1.00, -0.72, -0.49], [0.88, -1.36, 0.88], [2.51, -0.47, -0.74], [-0.70, -1.88, -1.45], [0.56, -1.02, -2.57], [1.04, -2.44, -1.63], [0.56, 0.30, -0.53], [1.40, -0.81, 1.71], [-0.22, -1.49, 1.16], [1.31, -2.39, 0.87], [2.58, -0.04, -1.68], [2.94, -1.37, -0.89]],
  "charge": 1,
  "lumo_energy_ev": -3.80,
  "spin_multiplicity": 1,
  "orbital_gap_ev": 9.12,
  "homo_energy_ev": -12.9
}

***

What should be chosen as the most stable of them? Choose b).

***

a) {
  "formula": "C4H14N3",
  "method": "ωB97M-V/def2-TZVPD",
  "species": ["C", "N", "C", "H", "H", "H", "H", "H", "H", "H", "H", "C", "N", "C", "N", "H", "H", "H", "H", "H", "H"],
  "coordinates": [[1.34, -1.37, -0.82], [1.43, 0.07, -1.16], [1.07, 0.38, -2.57], [1.58, -1.50, 0.23], [0.33, -1.71, -1.02], [2.04, -1.92, -1.44], [2.38, 0.40, -0.97], [0.81, 0.70, -0.53], [1.87, 0.06, -3.23], [0.90, 1.44, -2.65], [0.17, -0.17, -2.83], [-2.18, -0.61, 2.40], [-1.15, -0.13, 1.48], [-0.82, 1.16, 1.39], [-0.10, 1.66, 0.44], [-1.86, -1.55, 2.85], [-2.38, 0.12, 3.17], [-3.11, -0.81, 1.86], [-1.06, -0.67, 0.63], [-1.18, 1.77, 2.22], [-0.08, 2.67, 0.54]],
  "charge": 1,
  "lumo_energy_ev": -2.67,
  "spin_multiplicity": 1,
  "orbital_gap_ev": 10.42,
  "homo_energy_ev": -13.1
}

***

b) {
  "formula": "C4H14N3",
  "method": "ωB97M-V/def2-TZVPD",
  "species": ["N", "C", "N", "H", "H", "H", "H", "H", "C", "C", "C", "N", "H", "H", "H", "H", "H", "H", "H", "H", "H"],
  "coordinates": [[-0.66, -1.59, -1.67], [-0.27, -0.45, -2.17], [-1.02, 0.46, -2.74], [-1.60, -1.74, -1.32], [0.05, -2.17, -1.24], [0.78, -0.20, -2.07], [-0.66, 1.40, -2.79], [-1.97, 0.34, -3.06], [0.79, 0.71, 0.63], [0.15, 0.28, 1.94], [-0.73, -0.95, 1.78], [1.62, 1.89, 0.83], [0.02, 0.93, -0.12], [1.38, -0.15, 0.26], [-0.44, 1.11, 2.33], [0.95, 0.12, 2.67], [-0.18, -1.77, 1.30], [-1.61, -0.70, 1.18], [-1.09, -1.32, 2.74], [2.16, 2.11, 0.00], [2.33, 1.69, 1.53]],
  "charge": 1,
  "lumo_energy_ev": -4.04,
  "spin_multiplicity": 1,
  "orbital_gap_ev": 8.59,
  "homo_energy_ev": -12.6
}

***

c) {
  "formula": "C4H14N3",
  "method": "ωB97M-V/def2-TZVPD",
  "species": ["N", "C", "C", "C", "N", "C", "N", "H", "H", "H", "H", "H", "H", "H", "H", "H", "H", "H", "H", "H", "H"],
  "coordinates": [[-0.92, -1.76, 1.04], [0.42, -2.00, 0.53], [0.86, -1.02, -0.57], [0.61, 0.51, -0.33], [0.28, 0.81, 1.11], [-0.55, 1.10, -1.15], [-0.88, 2.43, -0.62], [-1.57, -1.73, 0.27], [-1.20, -2.48, 1.69], [0.71, -3.00, 0.19], [1.16, -1.85, 1.31], [0.70, -1.28, -1.61], [1.94, -1.05, -0.49], [1.53, 0.96, -0.66], [1.08, 1.26, 1.55], [-0.07, -0.04, 1.59], [-0.49, 1.51, 1.12], [-1.43, 0.47, -1.10], [-0.16, 1.25, -2.16], [-1.81, 2.77, -0.80], [-0.22, 3.13, -0.91]],
  "charge": 1,
  "lumo_energy_ev": -2.90,
  "spin_multiplicity": 1,
  "orbital_gap_ev": 11.01,
  "smiles": "NCC[C@H]([NH3+])CN",
  "homo_energy_ev": -13.9
}

***

What should be chosen as the most stable of them? Choose a).

***

a) {
  "formula": "C4H14N3",
  "method": "ωB97M-V/def2-TZVPD",
  "species": ["C", "C", "N", "N", "N", "H", "H", "H", "H", "H", "H", "H", "H", "C", "C", "H", "H", "H", "H", "H", "H"],
  "coordinates": [[0.60, 0.38, -1.81], [0.69, -1.34, -0.06], [1.26, -0.36, -0.73], [-0.43, -1.92, -0.50], [1.28, -1.85, 1.05], [2.16, 0.00, -0.47], [-0.80, -1.58, -1.37], [-1.08, -2.49, 0.01], [1.27, -2.82, 1.31], [1.29, -1.20, 1.83], [1.40, 1.06, -2.17], [-0.08, 1.14, -1.45], [0.36, -0.20, -2.68], [-1.46, 2.97, 0.62], [-1.52, 1.59, 1.31], [-2.26, 3.01, -0.10], [-1.44, 3.68, 1.44], [-0.54, 3.20, 0.09], [-1.41, 0.76, 0.62], [-2.52, 1.45, 1.77], [-0.81, 1.51, 2.15]],
  "charge": 1,
  "lumo_energy_ev": -3.00,
  "spin_multiplicity": 1,
  "orbital_gap_ev": 11.68,
  "homo_energy_ev": -14.7
}

***

b) {
  "formula": "C4H14N3",
  "method": "ωB97M-V/def2-TZVPD",
  "species": ["C", "C", "N", "H", "H", "H", "H", "H", "H", "N", "C", "C", "N", "H", "H", "H", "H", "H", "H", "H", "H"],
  "coordinates": [[-2.88, 0.61, 0.45], [-0.95, 1.98, 0.15], [-1.50, 0.85, 0.02], [-2.88, -0.11, 1.26], [-3.43, 0.21, -0.40], [-3.34, 1.54, 0.78], [-1.50, 2.81, 0.59], [0.07, 2.15, -0.17], [-0.95, -0.08, -0.46], [-0.22, -1.18, -1.01], [1.20, -0.77, -0.91], [1.68, -0.79, 0.53], [2.91, -0.01, 0.64], [-0.37, -2.05, -0.51], [-0.46, -1.38, -1.97], [1.27, 0.24, -1.30], [1.84, -1.41, -1.53], [0.91, -0.30, 1.15], [1.76, -1.83, 0.88], [3.17, 0.06, 1.61], [3.66, -0.53, 0.19]],
  "charge": 1,
  "lumo_energy_ev": -3.75,
  "spin_multiplicity": 1,
  "orbital_gap_ev": 9.32,
  "homo_energy_ev": -13.1
}

***

What should be chosen as the most stable of them? Choose a).

***

a) {
  "formula": "C3H8N4O2",
  "method": "ωB97M-V/def2-TZVPD",
  "species": ["H", "N", "C", "N", "O", "C", "N", "N", "O", "C", "H", "H", "H", "H", "H", "H", "H"],
  "coordinates": [[-1.69, -2.36, -0.94], [-0.74, -1.91, -0.79], [-0.92, -0.70, -0.47], [-2.14, -0.03, -0.27], [-2.22, 0.84, 0.84], [0.25, 0.23, -0.39], [0.06, 1.48, -0.54], [0.99, 2.45, -0.43], [1.48, -0.29, -0.23], [1.79, -1.40, 0.61], [-2.96, -0.69, -0.13], [-1.96, 1.68, 0.39], [1.92, 2.27, -0.03], [0.55, 3.31, -0.14], [1.28, -1.22, 1.60], [1.43, -2.32, 0.17], [2.88, -1.34, 0.76]],
  "lumo_energy_ev": 0.78,
  "spin_multiplicity": 1,
  "orbital_gap_ev": 9.27,
  "smiles": "[H]/N=C(NO)/C(=N/N)OC",
  "homo_energy_ev": -8.5
}

***

b) {
  "formula": "C3H8N4O2",
  "method": "ωB97M-V/def2-TZVPD",
  "species": ["N", "N", "C", "O", "O", "H", "H", "H", "H", "C", "N", "C", "N", "H", "H", "H", "H"],
  "coordinates": [[-1.04, 1.67, 0.39], [-1.29, 0.60, -0.45], [-1.52, -0.57, 0.09], [-2.02, -1.55, -0.70], [-1.84, -0.73, 1.40], [-1.35, 2.53, -0.04], [-1.32, 1.54, 1.36], [-2.30, -1.19, -1.55], [-1.76, -1.67, 1.62], [2.39, 0.32, -0.87], [1.39, 0.17, 0.17], [0.88, -1.05, 0.52], [0.85, -2.12, 0.98], [1.97, 0.66, -1.82], [2.89, -0.63, -1.05], [3.13, 1.04, -0.54], [0.90, 1.00, 0.50]],
  "lumo_energy_ev": 0.69,
  "spin_multiplicity": 1,
  "orbital_gap_ev": 9.19,
  "smiles": "NN=C(O)O.CNC#N",
  "homo_energy_ev": -8.5
}

***

What should be chosen as the most stable of them? Choose b).